# 1
10
Properties=species:S:1:pos:R:3 method="wB97M-V/def2-TZVPD" total_energy_ev=-48508.510 s_squared=2.007 largest_force_ha_per_bohr=0.0563 de_lowest_ev=1.803 spin_multiplicity=3
C -1.006 1.683 0.905
C 1.020 -2.254 0.112
O 0.954 1.086 -0.974
O -1.297 0.096 -1.377
F -2.177 2.315 0.958
F -0.105 2.683 1.115
F 0.847 -3.479 0.609
S 0.617 -0.968 0.982
S -0.466 1.105 -0.842
Cl 1.612 -2.267 -1.487

# 2
17
Properties=species:S:1:pos:R:3 method="wB97M-V/def2-TZVPD" total_energy_ev=-19595.067 smiles="NNC1=NC[C@H](S)C1" largest_force_ha_per_bohr=0.0921 de_lowest_ev=4.569 spin_multiplicity=1
N -3.495 0.090 -0.031
N -2.302 -0.772 0.065
C -1.085 -0.130 -0.265
N -0.882 1.192 -0.173
C 0.632 1.356 0.025
C 1.123 0.004 0.462
S 2.823 -0.312 -0.120
C 0.012 -1.118 -0.024
H -2.996 1.066 -0.260
H -3.568 0.072 1.103
H -2.144 -1.500 -0.744
H 0.803 1.418 -0.951
H 0.846 2.416 0.567
H 1.116 -0.130 1.544
H 3.281 0.866 0.212
H 0.573 -1.794 -0.803
H -0.411 -1.663 1.038

# 3
73
Properties=species:S:1:pos:R:3 method="wB97M-V/def2-TZVPD" total_energy_ev=-53081.111 largest_force_ha_per_bohr=0.1275 de_lowest_ev=22.505 spin_multiplicity=1 charge=-1
Cl -0.026 -0.212 0.174
C -1.354 -2.534 1.950
C -0.444 -1.876 2.948
O -0.601 -2.180 4.083
N 0.584 -1.141 2.520
C 1.613 -0.692 3.465
H -2.379 -2.322 2.255
H -1.211 -3.614 1.962
H -1.221 -2.113 0.953
H 0.683 -0.895 1.545
H 1.639 -1.511 4.183
H 1.316 0.267 3.891
H 2.649 -0.563 3.152
C 1.471 1.992 2.231
C 0.018 2.110 2.615
O -0.434 2.992 3.298
N -0.754 1.177 2.050
C -2.182 1.056 2.224
H 2.079 2.858 2.490
H 1.622 1.651 1.207
H 1.938 1.082 2.609
H -0.443 0.389 1.499
H -2.214 -0.034 2.224
H -2.790 1.498 1.434
H -2.433 1.316 3.252
C 3.031 0.137 0.725
C 2.837 -1.322 0.983
O 3.501 -2.029 1.718
N 1.773 -1.758 0.283
C 1.275 -3.105 0.395
H 2.261 0.694 1.258
H 2.925 0.366 -0.335
H 4.000 0.513 1.054
H 1.153 -0.987 0.078
H 1.873 -3.695 1.090
H 1.339 -3.466 -0.632
H 0.219 -3.050 0.658
C 0.952 -1.786 -2.369
C 1.715 -0.523 -2.624
O 2.734 -0.517 -3.325
N 1.332 0.538 -1.919
C 1.945 1.839 -1.719
H 0.418 -2.143 -3.250
H 0.255 -1.643 -1.543
H 1.708 -2.523 -2.099
H 0.841 0.155 -1.123
H 2.711 1.723 -0.953
H 1.278 2.646 -1.415
H 2.446 2.099 -2.652
C -1.834 0.041 -3.891
C -2.668 -0.488 -2.761
O -3.674 -1.257 -2.946
N -2.178 -0.167 -1.565
C -2.775 -0.683 -0.397
H -2.079 -0.628 -4.716
H -0.760 -0.035 -3.724
H -2.044 1.100 -4.041
H -1.182 -0.002 -1.545
H -3.625 -0.169 0.052
H -1.923 -0.712 0.282
H -3.010 -1.738 -0.538
C -0.072 2.432 -2.865
C -1.198 2.519 -1.905
O -2.163 3.165 -2.278
N -1.067 1.818 -0.773
C -2.226 1.443 0.034
H 0.602 3.265 -2.667
H -0.437 2.561 -3.884
H 0.452 1.489 -2.709
H -0.270 1.230 -0.575
H -3.186 1.232 -0.438
H -2.482 2.166 0.807
H -1.852 0.558 0.550

# 4
13
Properties=species:S:1:pos:R:3 method="wB97M-V/def2-TZVPD" total_energy_ev=-6785.740 largest_force_ha_per_bohr=0.0504 de_lowest_ev=2.773 spin_multiplicity=1
C -1.791 0.273 -0.946
C -0.589 0.171 -0.355
C 0.458 1.149 -0.253
N 1.492 0.581 0.399
C 1.311 -0.668 0.819
C -0.101 -1.044 0.431
H -0.993 -1.099 1.224
H -2.080 1.185 -1.454
H -2.472 -0.570 -1.045
H 0.520 2.133 -0.680
H 2.356 1.083 0.566
H 2.048 -1.196 1.402
H -0.158 -1.999 -0.108

# 5
31
Properties=species:S:1:pos:R:3 method="wB97M-V/def2-TZVPD" total_energy_ev=-16702.030 largest_force_ha_per_bohr=0.0522 de_lowest_ev=2.713 spin_multiplicity=1 charge=+1
C -1.006 -0.844 1.254
N 0.260 -0.114 1.240
C 1.513 -0.859 1.330
C 0.264 1.186 1.179
H -0.772 -1.910 1.288
H -1.597 -0.563 2.138
H -1.599 -0.614 0.359
H 1.259 -1.920 1.396
H 2.139 -0.679 0.445
H 2.078 -0.551 2.220
H 1.215 1.722 1.211
H -0.683 1.717 1.053
C -1.717 4.150 2.487
C -0.504 3.635 3.233
C -0.759 2.813 4.352
N 0.232 2.309 5.178
C 1.578 2.500 4.932
C 2.541 2.018 5.798
C 2.175 1.299 6.936
C 0.808 1.077 7.159
C -0.144 1.570 6.290
O 0.643 3.922 2.821
H -2.552 3.444 2.532
H -2.051 5.089 2.942
H -1.454 4.350 1.447
H -1.785 2.611 4.655
H 1.817 3.072 4.046
H 3.580 2.228 5.554
H 2.925 0.922 7.628
H 0.465 0.513 8.026
H -1.220 1.442 6.410

# 6
183
Properties=species:S:1:pos:R:3 method="wB97M-V/def2-TZVPD" total_energy_ev=-94387.196 s_squared=0.757 largest_force_ha_per_bohr=0.0958 spin_multiplicity=2 charge=+1
C -6.516 -1.771 -1.764
O -6.653 -2.454 -0.540
C -6.497 -3.868 -0.617
C -6.296 -4.350 0.809
O -5.029 -3.989 1.276
C -4.489 -4.856 2.280
C -5.229 -4.698 3.641
O -4.340 -5.325 4.594
C -5.041 -5.596 5.846
H -5.560 -2.065 -2.196
H -6.380 -0.700 -1.615
H -7.259 -1.867 -2.556
H -5.647 -4.249 -1.184
H -7.392 -4.206 -1.139
H -6.347 -5.439 0.813
H -7.117 -4.033 1.452
H -3.421 -4.714 2.443
H -4.654 -5.830 1.819
H -6.176 -5.219 3.503
H -5.420 -3.656 3.896
H -5.774 -6.266 5.397
H -5.601 -4.733 6.207
H -4.428 -6.080 6.607
C 4.399 1.951 -1.680
O 4.167 2.253 -3.070
C 4.667 3.561 -3.510
C 3.888 4.773 -2.941
O 4.371 5.051 -1.612
C 3.795 6.173 -0.816
C 2.260 6.363 -0.718
O 2.100 7.472 0.105
C 0.745 7.868 0.376
H 4.109 2.788 -1.045
H 5.470 1.753 -1.655
H 3.793 1.070 -1.470
H 4.667 3.572 -4.600
H 5.748 3.517 -3.377
H 2.832 4.512 -3.012
H 4.080 5.622 -3.597
H 4.291 7.078 -1.165
H 4.135 6.071 0.215
H 1.756 5.450 -0.401
H 1.699 6.394 -1.652
H 0.060 7.193 0.890
H 0.387 8.282 -0.566
H 0.833 8.770 0.982
C 9.718 -3.367 2.659
O 8.543 -2.678 2.275
C 8.704 -1.590 1.332
C 7.752 -0.476 1.712
O 6.335 -0.953 1.618
C 5.748 -0.962 0.287
C 4.478 -1.841 0.157
O 4.127 -1.907 -1.234
C 3.095 -2.916 -1.395
H 9.502 -4.147 3.388
H 10.406 -2.697 3.175
H 10.195 -3.783 1.771
H 8.513 -1.858 0.293
H 9.727 -1.221 1.407
H 8.050 0.226 0.933
H 7.899 -0.025 2.693
H 6.473 -1.535 -0.291
H 5.620 0.030 -0.146
H 3.598 -1.542 0.727
H 4.792 -2.819 0.523
H 2.812 -3.411 -0.466
H 3.570 -3.592 -2.106
H 2.229 -2.459 -1.874
C -2.861 -3.339 -3.168
O -1.675 -4.137 -3.374
C -0.526 -3.339 -3.405
C 0.788 -4.046 -3.758
O 1.105 -5.139 -2.886
C 2.014 -6.055 -3.362
C 2.167 -7.028 -2.157
O 3.281 -7.691 -2.464
C 3.819 -8.732 -1.717
H -3.130 -2.675 -3.990
H -2.857 -2.680 -2.301
H -3.773 -3.894 -2.947
H -0.278 -3.019 -2.393
H -0.686 -2.459 -4.027
H 1.551 -3.270 -3.824
H 0.740 -4.460 -4.765
H 2.961 -5.568 -3.593
H 1.933 -6.506 -4.351
H 1.336 -7.717 -2.008
H 2.516 -6.593 -1.220
H 4.121 -8.428 -0.715
H 4.803 -8.897 -2.156
H 3.044 -9.495 -1.788
C -1.807 5.011 -7.870
O -1.544 3.971 -6.883
C -2.191 2.740 -6.964
C -1.595 1.858 -5.896
O -0.239 1.823 -5.990
C 0.284 0.572 -5.491
C 1.758 0.670 -5.128
O 2.358 -0.592 -4.818
C 3.812 -0.508 -4.450
H -2.895 5.040 -7.922
H -1.482 4.776 -8.884
H -1.383 5.968 -7.567
H -1.992 2.395 -7.979
H -3.231 2.901 -6.680
H -1.992 0.868 -6.123
H -1.927 2.080 -4.881
H 0.008 -0.266 -6.131
H -0.213 0.331 -4.551
H 1.892 1.304 -4.253
H 2.400 1.114 -5.889
H 3.926 -0.125 -3.435
H 4.391 -0.014 -5.230
H 4.257 -1.498 -4.347
C -4.694 4.139 3.166
C -3.164 3.740 3.070
C -2.212 4.890 2.586
O -2.574 5.145 1.255
C -1.994 4.340 0.284
N -2.722 3.295 4.415
H -5.197 3.227 3.486
H -5.317 4.398 2.310
H -4.861 4.962 3.861
H -3.182 2.884 2.396
H -1.262 4.356 2.567
H -2.113 5.725 3.280
H -0.973 3.975 0.395
H -2.101 5.035 -0.548
H -2.743 3.571 0.090
H -2.555 4.017 5.101
H -1.761 2.989 4.470
C -2.857 0.350 1.075
C -2.564 -0.959 0.302
C -1.137 -1.198 -0.146
O -0.715 -0.064 -1.002
C 0.662 0.014 -1.483
N -2.957 -1.935 1.243
H -2.524 0.178 2.099
H -3.900 0.660 1.127
H -2.362 1.164 0.544
H -3.245 -0.998 -0.548
H -0.924 -2.120 -0.686
H -0.484 -1.221 0.726
H 0.900 -0.905 -2.019
H 1.160 0.112 -0.518
H 0.914 0.866 -2.113
H -3.097 -2.883 0.925
H -3.921 -1.837 1.530
C 1.650 5.701 3.367
C 2.491 4.428 3.459
C 1.839 3.207 2.690
O 0.572 2.836 3.234
C 0.432 1.415 3.339
N 3.756 4.754 2.706
H 1.506 6.087 2.358
H 1.994 6.567 3.932
H 0.649 5.480 3.738
H 2.491 4.166 4.517
H 2.619 2.447 2.656
H 1.657 3.342 1.624
H 0.762 0.774 2.521
H -0.556 1.126 3.699
H 1.182 1.137 4.079
H 3.697 5.646 2.236
H 4.353 4.981 3.488
C -5.968 0.405 4.499
C -5.095 -0.845 4.728
C -3.765 -0.426 5.380
O -2.971 -1.516 5.758
C -2.142 -2.004 4.734
N -5.738 -1.735 5.744
H -5.325 1.274 4.362
H -6.510 0.597 5.424
H -6.676 0.228 3.689
H -4.857 -1.355 3.795
H -3.913 0.135 6.303
H -3.211 0.230 4.708
H -1.704 -1.214 4.123
H -2.721 -2.735 4.170
H -1.248 -2.526 5.076
H -5.436 -1.244 6.573
H -5.193 -2.584 5.697

Repeat the fifth record exactly.
31
Properties=species:S:1:pos:R:3 method="wB97M-V/def2-TZVPD" total_energy_ev=-16702.030 largest_force_ha_per_bohr=0.0522 de_lowest_ev=2.713 spin_multiplicity=1 charge=+1
C -1.006 -0.844 1.254
N 0.260 -0.114 1.240
C 1.513 -0.859 1.330
C 0.264 1.186 1.179
H -0.772 -1.910 1.288
H -1.597 -0.563 2.138
H -1.599 -0.614 0.359
H 1.259 -1.920 1.396
H 2.139 -0.679 0.445
H 2.078 -0.551 2.220
H 1.215 1.722 1.211
H -0.683 1.717 1.053
C -1.717 4.150 2.487
C -0.504 3.635 3.233
C -0.759 2.813 4.352
N 0.232 2.309 5.178
C 1.578 2.500 4.932
C 2.541 2.018 5.798
C 2.175 1.299 6.936
C 0.808 1.077 7.159
C -0.144 1.570 6.290
O 0.643 3.922 2.821
H -2.552 3.444 2.532
H -2.051 5.089 2.942
H -1.454 4.350 1.447
H -1.785 2.611 4.655
H 1.817 3.072 4.046
H 3.580 2.228 5.554
H 2.925 0.922 7.628
H 0.465 0.513 8.026
H -1.220 1.442 6.410

Please write out number 4 again, unchanged.
13
Properties=species:S:1:pos:R:3 method="wB97M-V/def2-TZVPD" total_energy_ev=-6785.740 largest_force_ha_per_bohr=0.0504 de_lowest_ev=2.773 spin_multiplicity=1
C -1.791 0.273 -0.946
C -0.589 0.171 -0.355
C 0.458 1.149 -0.253
N 1.492 0.581 0.399
C 1.311 -0.668 0.819
C -0.101 -1.044 0.431
H -0.993 -1.099 1.224
H -2.080 1.185 -1.454
H -2.472 -0.570 -1.045
H 0.520 2.133 -0.680
H 2.356 1.083 0.566
H 2.048 -1.196 1.402
H -0.158 -1.999 -0.108